Entry 1:
{"formula": "C20H64N8O12", "method": "wB97M-V/def2-TZVPD", "species": ["N", "C", "H", "H", "H", "H", "H", "C", "H", "H", "H", "C", "H", "C", "C", "H", "H", "C", "C", "H", "H", "H", "H", "O", "H", "H", "H", "H", "H", "H", "H", "O", "H", "H", "H", "O", "N", "H", "O", "H", "N", "C", "N", "H", "H", "N", "C", "H", "C", "H", "H", "H", "H", "C", "H", "C", "H", "H", "H", "H", "H", "O", "H", "H", "H", "H", "N", "H", "O", "H", "H", "C", "H", "C", "H", "N", "H", "H", "O", "O", "O", "H", "H", "C", "C", "H", "C", "O", "H", "H", "O", "H", "O", "C", "H", "H", "H", "C", "H", "H", "H", "N", "H", "C"], "coordinates": [[-1.894, -1.962, -3.578], [-0.034, 2.889, -3.895], [4.681, -3.002, 2.760], [1.329, 4.168, 0.174], [5.041, -4.731, 2.503], [-1.832, -2.769, -4.276], [-0.390, -2.311, -2.376], [2.844, 2.216, 0.738], [-1.195, -3.375, -0.184], [5.186, -4.572, 0.238], [2.209, 0.316, 0.058], [-2.555, 2.574, -1.505], [-1.698, -5.227, -0.752], [0.813, -3.824, -2.225], [-0.026, -0.299, 0.429], [-3.217, -1.637, -0.779], [-3.146, -4.555, 0.758], [0.403, 3.685, 2.398], [3.763, -3.071, -0.228], [-4.697, 0.053, -0.629], [0.317, 0.404, 1.224], [-4.949, -2.225, -0.283], [-0.978, -0.745, 0.612], [0.389, -2.561, -1.909], [2.640, 3.686, -3.755], [0.407, 2.844, -1.906], [-2.457, 4.602, -1.041], [-2.970, 1.416, 2.634], [-4.418, 3.514, -1.860], [3.266, 2.677, 2.678], [-0.407, 3.958, -3.896], [5.825, -2.831, 0.448], [0.213, 6.745, 0.612], [0.042, -3.138, 2.134], [-1.796, -1.000, -3.754], [1.197, 1.336, -2.727], [-3.788, 2.736, -1.945], [1.235, -2.022, 3.607], [2.581, -0.746, 2.698], [2.942, 1.011, 2.383], [2.990, 1.901, 1.993], [2.069, 3.574, -2.835], [-2.709, -1.336, -1.712], [0.444, 0.866, -3.009], [2.297, 1.599, -1.036], [-4.323, 0.198, 0.330], [4.908, -3.642, 0.645], [0.635, -0.246, 3.091], [-3.902, -0.826, 1.022], [0.924, -1.914, -0.449], [-3.751, -2.797, 0.892], [1.331, -4.292, -1.414], [0.106, 2.672, 2.138], [-1.119, -4.176, 0.540], [1.598, 6.075, 1.373], [-2.670, -2.259, -2.601], [-1.105, 4.819, 1.281], [1.652, -0.557, 4.553], [2.217, -1.060, 1.822], [1.359, -3.805, -3.117], [3.424, -4.109, 2.222], [-0.895, -5.188, -0.194], [2.922, 3.296, -2.220], [-0.884, 2.345, -3.663], [0.262, 6.656, 2.209], [0.228, -4.885, 2.065], [-4.098, -2.008, 0.351], [-2.217, 3.072, 2.692], [-1.862, 1.322, -1.677], [-2.542, -3.614, 2.275], [-2.437, -5.361, 1.951], [-2.538, 2.233, 2.058], [2.880, -3.602, -0.002], [0.011, 4.670, 1.297], [0.909, -3.858, 0.801], [-2.101, 3.598, -0.850], [-4.218, 1.938, -2.459], [5.600, -1.948, 0.619], [-3.344, -3.438, -2.521], [-3.622, 2.656, 1.307], [-3.221, -0.855, 2.196], [-3.337, 2.919, 0.407], [-1.754, 1.936, 1.371], [4.480, -3.850, 2.144], [0.538, 6.102, 1.359], [-1.188, 3.461, -0.428], [1.456, -0.893, 3.557], [1.081, -1.219, 0.259], [-2.297, -0.414, -1.849], [-0.223, 4.053, 3.225], [3.062, 3.545, 0.250], [3.934, -3.201, -1.261], [0.388, 4.263, 0.183], [0.129, -3.980, 1.455], [3.318, -2.058, -0.119], [0.206, 2.650, -4.927], [-0.042, -4.506, -2.381], [-2.329, -4.385, 1.461], [1.749, 4.505, -2.301], [-0.150, 0.265, -0.527], [1.425, 3.888, 2.726], [2.573, 1.257, -0.096], [-4.082, 1.121, 0.750], [0.970, 2.602, -2.759]], "energy_ha": -2141.1013, "charge": 0, "smiles": "NC(N)=O.NC(N)=O.NC(N)=O.NC(N)=O.CC(C)O.CC(C)O.CC(C)O.CC(C)O.CO.CO.CO.CO", "homo_energy_ev": -9.1, "e_lumo_ev": -0.334, "relative_energy_kcal_mol": 214.7, "largest_force_ha_per_bohr": 0.201}

=====

Entry 2:
{"formula": "C20H6ClF15GeO5PtS2", "method": "wB97M-V/def2-TZVPD", "species": ["C", "Ge", "H", "C", "O", "H", "C", "F", "Pt", "C", "F", "F", "O", "C", "C", "C", "O", "C", "H", "F", "H", "F", "F", "C", "C", "C", "F", "C", "F", "C", "F", "F", "C", "C", "O", "F", "Cl", "C", "F", "C", "C", "C", "F", "H", "F", "F", "C", "O", "S", "H", "S"], "coordinates": [[5.703, -2.629, -1.213], [-0.715, 0.687, -0.419], [2.228, -3.750, -0.196], [-3.900, 1.423, -3.071], [3.986, -1.068, -0.101], [2.918, -3.238, -1.781], [0.396, 4.682, -1.360], [-3.402, -2.084, -4.039], [1.936, -0.990, 0.356], [-3.311, -0.911, -3.395], [-3.358, -1.989, 3.321], [0.796, 5.218, -2.523], [2.352, -1.709, 2.344], [-0.364, 0.073, 3.756], [-0.065, 5.430, -0.287], [-2.281, -0.809, -2.423], [1.395, -2.962, 4.078], [-1.894, -1.004, 1.660], [6.524, -2.051, -0.821], [0.063, 2.619, -2.536], [6.039, -3.721, -1.141], [-4.620, 2.530, -3.340], [-1.132, 5.692, 1.750], [-0.541, 2.630, -0.302], [-3.123, 1.371, -1.891], [0.002, 3.318, -1.395], [0.711, 1.495, 2.272], [-0.184, 0.512, 2.438], [-1.548, -1.388, 5.298], [-0.905, -0.050, 1.366], [-0.130, 6.750, -0.493], [0.398, 0.486, 4.788], [-0.632, 4.820, 0.828], [3.197, -3.629, -0.775], [2.284, -4.093, 2.196], [-1.582, -1.915, -2.125], [1.523, -3.010, 2.670], [-4.008, 0.222, -3.814], [-1.751, 2.985, 1.751], [-1.382, -0.893, 4.022], [-2.228, -1.356, 2.975], [-2.161, 0.351, -1.677], [-4.895, 0.173, -4.789], [3.612, -4.631, -1.057], [-2.691, -1.299, 0.594], [-3.480, 2.146, -0.808], [-0.900, 3.431, 0.800], [0.244, -2.913, 2.074], [4.380, -2.606, 0.052], [5.309, -2.383, -2.195], [1.187, 0.041, -1.421]], "energy_ha": -6092.2488, "charge": 0, "homo_energy_ev": [-8.8, -9.6], "e_lumo_ev": [-0.378, -2.803], "relative_energy_kcal_mol": 23.0, "spin_multiplicity": 3, "largest_force_ha_per_bohr": 0.064}

=====

Entry 3:
{"formula": "C20H6ClF15GeO5PtS2", "method": "wB97M-V/def2-TZVPD", "species": ["F", "C", "C", "F", "F", "C", "C", "C", "F", "C", "H", "F", "F", "C", "F", "F", "C", "C", "O", "F", "F", "Pt", "F", "F", "O", "F", "Ge", "C", "C", "H", "H", "H", "S", "H", "Cl", "C", "C", "C", "C", "F", "C", "C", "S", "H", "O", "C", "F", "O", "O", "C", "C"], "coordinates": [[10.625, 15.414, 10.818], [11.899, 15.281, 10.363], [10.220, 12.005, 6.295], [10.366, 10.387, 4.569], [12.156, 17.633, 10.519], [11.561, 10.322, 8.012], [7.062, 13.154, 12.409], [9.468, 13.248, 12.476], [8.428, 11.386, 9.542], [12.669, 16.425, 10.205], [16.527, 7.335, 8.742], [8.175, 14.294, 14.145], [11.618, 8.692, 6.315], [16.729, 8.071, 9.542], [14.066, 12.852, 8.783], [6.031, 11.929, 10.689], [13.579, 14.012, 9.309], [9.595, 12.481, 11.312], [13.365, 6.898, 13.771], [10.069, 13.599, 8.002], [10.583, 13.629, 13.153], [12.650, 9.214, 11.730], [12.273, 9.452, 8.793], [15.508, 15.034, 8.389], [14.592, 8.455, 10.753], [9.640, 12.875, 5.448], [11.397, 12.265, 10.377], [7.167, 12.359, 11.288], [10.483, 12.376, 7.607], [17.594, 8.690, 9.260], [15.274, 11.442, 10.175], [16.219, 10.513, 11.396], [15.290, 9.138, 9.629], [16.910, 10.857, 9.705], [12.186, 7.065, 12.949], [8.228, 13.578, 13.003], [16.003, 10.639, 10.310], [11.250, 9.903, 6.717], [8.397, 12.074, 10.718], [5.861, 13.496, 12.901], [10.590, 10.748, 5.852], [14.352, 15.142, 9.096], [12.849, 11.484, 11.800], [16.843, 7.600, 10.522], [11.613, 8.492, 13.229], [13.919, 16.366, 9.577], [14.601, 17.511, 9.346], [12.536, 7.133, 11.555], [11.151, 6.106, 13.108], [11.155, 11.554, 8.520], [12.360, 14.030, 9.980]], "energy_ha": -6092.2597, "charge": 0, "homo_energy_ev": [-8.4, -9.5], "e_lumo_ev": [-0.228, -2.416], "relative_energy_kcal_mol": 16.1, "spin_multiplicity": 3, "largest_force_ha_per_bohr": 0.130}

=====

Entry 4:
{"formula": "C21H10Br2Cl40FN2O4S", "method": "wB97M-V/def2-TZVPD", "species": ["Cl", "Cl", "Cl", "Cl", "O", "Cl", "C", "Cl", "H", "F", "H", "Cl", "O", "Cl", "C", "Cl", "S", "Cl", "C", "Cl", "Cl", "C", "C", "Cl", "Cl", "H", "Cl", "Br", "Cl", "Cl", "C", "N", "Cl", "Cl", "C", "Cl", "Cl", "Cl", "Cl", "Cl", "C", "H", "H", "Cl", "O", "C", "Cl", "H", "Cl", "C", "C", "Cl", "Cl", "N", "Cl", "H", "Cl", "Cl", "Cl", "Cl", "Cl", "Cl", "Cl", "C", "Cl", "O", "C", "H", "C", "H", "C", "Cl", "C", "C", "C", "Cl", "C", "Br", "H", "C", "C"], "coordinates": [[-3.716, -0.033, -4.675], [-0.793, 5.032, -7.875], [5.833, 6.238, -1.614], [2.424, -5.158, 0.298], [-4.303, -0.381, 1.114], [0.274, 2.531, -1.231], [4.066, -2.273, 0.547], [-1.518, -1.927, -4.890], [4.001, -2.731, 1.641], [-0.018, -4.159, 1.690], [4.688, -3.010, -0.147], [-6.179, -4.677, 9.976], [-4.422, -2.152, 2.755], [5.200, -2.603, -2.629], [-2.581, -0.467, 3.298], [9.456, -0.990, -4.916], [-1.193, -3.597, 0.575], [-4.226, -2.760, 10.966], [-3.500, 3.232, -0.391], [6.872, -0.454, -3.652], [-4.709, -3.001, 8.107], [-0.341, 3.339, -7.548], [-3.795, -1.016, 2.340], [-5.263, -0.528, 5.621], [-4.695, 0.338, 8.339], [-4.108, -0.334, -1.012], [-4.659, 2.266, 6.161], [2.335, -0.474, 2.571], [3.131, -7.929, -0.233], [-1.759, 2.454, -6.931], [-0.149, 0.605, 0.251], [-2.157, -0.717, 0.085], [-5.746, 5.221, 0.435], [-4.126, -2.824, -3.963], [10.840, -1.675, -5.805], [-3.340, -5.133, 9.535], [0.737, 5.380, -0.858], [7.579, -3.225, -4.183], [12.162, -2.029, -4.664], [4.463, 8.371, -3.043], [-3.650, -0.955, -0.101], [-3.937, -2.074, -0.301], [-1.873, -1.404, 3.509], [2.993, 6.695, -1.173], [-2.649, -3.919, 1.029], [2.509, -2.047, -0.020], [7.839, -2.147, -1.494], [-4.208, 4.176, -0.298], [4.946, 8.612, -0.184], [6.872, -2.107, -2.989], [-2.660, 2.078, -0.350], [-7.182, 1.125, 7.052], [3.391, -6.851, 2.457], [0.158, -0.863, 0.498], [-0.228, 4.385, -3.417], [-1.870, 0.325, 2.759], [0.227, 2.575, -9.054], [-5.494, 7.692, 1.951], [-2.489, -1.116, -2.270], [0.752, -7.307, 1.322], [0.961, 3.296, -6.333], [2.502, 3.832, -2.577], [-7.647, 5.829, 2.552], [-1.760, 0.739, -0.027], [11.403, -0.501, -7.021], [-1.045, -4.247, -0.849], [-1.079, -1.737, 0.385], [-2.939, 0.041, 4.292], [1.597, -1.222, 0.826], [4.593, -1.217, 0.659], [4.559, 7.479, -1.504], [10.338, -3.178, -6.619], [-5.450, 0.800, 6.793], [0.821, 4.032, -2.021], [-6.645, 6.524, 1.253], [-7.692, 7.354, 0.075], [-4.613, -3.893, 9.646], [1.876, -2.813, -1.769], [0.547, 1.546, 0.253], [2.424, -6.811, 0.961], [-2.962, -1.475, -3.949]], "energy_ha": -25269.3400, "charge": 1, "homo_energy_ev": -12.4, "e_lumo_ev": -5.486, "relative_energy_kcal_mol": 246.5, "largest_force_ha_per_bohr": 0.210}